*one*
Computed, not measured: C4H3NO2S in the gas phase, with ωB97M-V with the def2-TZVPD basis set.

Each line ends with the natural charge from an NBO analysis.
Atoms and positions in Å:
O: 0.068 -2.304 -0.228  -0.558
C: 0.089 -1.161 0.207  0.864
O: 0.902 -0.926 1.388  -0.445
C: 0.901 0.460 1.377  0.096
C: 0.294 1.097 0.432  -0.143
N: -0.598 -0.038 -0.154  -0.478
C: -1.089 -0.114 -1.448  -0.096
S: -1.012 1.136 -2.535  -0.003
H: 1.616 0.875 2.097  0.221
H: -0.069 2.269 0.410  0.284
H: -1.101 -1.293 -1.545  0.258

Properties
SMILES   O=c1occn1C=S
Multiplicity   1
Net charge   0
Highest occupied orbital energy   -9.3 eV

***

*two*
Computed, not measured: C4H3NO2S in the gas phase, with ωB97M-V with the def2-TZVPD basis set.

Each line ends with the natural charge from an NBO analysis.
Atoms and positions in Å:
O: -0.765 1.696 1.578  -0.629
C: -0.370 0.689 0.769  0.669
C: 0.608 0.787 -0.144  -0.415
C: 0.859 -0.297 -0.985  -0.186
S: 1.883 -0.403 -2.257  -0.041
C: 0.010 -1.422 -0.700  0.013
N: -0.910 -1.529 0.164  -0.053
O: -1.112 -0.385 0.989  -0.347
H: -1.436 1.327 2.134  0.497
H: 1.030 1.830 -0.285  0.259
H: 0.205 -2.295 -1.263  0.233

Properties
SMILES   Oc1cc(=S)cno1
Multiplicity   1
Net charge   0
Highest occupied orbital energy   -8.8 eV

***

Relative energy table, unit eV: *one* 0.055; *two* 0.000

***

*one*
Computed, not measured: a gas-phase ion, C6H8N3O2 (charge +1), with ωB97M-V with the def2-TZVPD basis set.

Each line ends with the natural charge from an NBO analysis.
Atoms and positions in Å:
H: 3.619 0.223 -1.468  0.391
N: 2.860 0.035 -0.812  -0.476
N: 3.056 -0.748 0.073  0.594
O: 3.900 -1.411 0.523  -0.264
O: 1.698 -0.786 0.715  -0.415
C: 0.620 -0.689 -0.099  0.551
C: 0.032 -1.956 -0.340  -0.194
C: -1.231 -2.210 0.148  -0.116
C: -1.947 -1.168 0.744  -0.211
C: -1.462 0.111 0.618  0.083
N: -0.209 0.353 0.191  -0.282
C: 0.287 1.712 0.193  -0.433
H: 0.679 -2.763 -0.653  0.260
H: -1.591 -3.228 0.198  0.259
H: -2.835 -1.362 1.324  0.264
H: -2.023 0.969 0.960  0.248
H: -0.413 2.337 -0.371  0.243
H: 0.368 2.098 1.211  0.240
H: 1.264 1.751 -0.293  0.258

Properties
SMILES   [H]/N=[N+](\[O-])Oc1cccc[n+]1C
Multiplicity   1
Net charge   +1
Highest occupied orbital energy (alpha / beta)   -14.1 / -14.1 eV

***

*two*
Computed, not measured: a gas-phase ion, C6H8N3O2 (charge +1), with ωB97M-V with the def2-TZVPD basis set.

Each line ends with the natural charge from an NBO analysis.
Atoms and positions in Å:
C: -0.885 -0.693 -0.883  0.241
C: -2.282 -0.640 -0.660  -0.144
C: 2.258 -0.438 0.393  0.566
C: 0.100 1.300 0.114  0.258
C: 1.465 -0.272 -0.876  -0.348
C: 2.407 0.985 0.894  -0.375
N: 0.099 0.041 -0.603  -0.335
N: -3.134 0.053 0.116  0.100
N: 1.157 1.705 0.655  -0.506
O: 2.684 -1.424 0.890  -0.408
O: -4.401 -0.377 -0.026  -0.476
H: -0.628 -1.535 -1.637  0.247
H: -2.752 -1.368 -1.241  0.212
H: 1.908 0.579 -1.479  0.251
H: 1.547 -1.239 -1.324  0.252
H: 2.725 1.120 1.983  0.262
H: 3.127 1.503 0.325  0.243
H: 1.282 2.689 0.867  0.439
H: -5.035 -0.062 0.648  0.522

Properties
Multiplicity   1
Net charge   +1
Highest occupied orbital energy (alpha / beta)   -13.0 / -13.0 eV

***

Relative energy table, unit eV: *one* 0.000; *two* 0.301

***

*one*
Computed, not measured: 2 unconnected molecules or ions with the total composition C4H11NO2S, with ωB97M-V with the def2-TZVPD basis set.

Each line ends with the natural charge from an NBO analysis.
Atoms and positions in Å:
C: -2.219 -0.066 2.318  -0.406
N: -2.327 -0.472 0.917  -0.691
C: -1.256 -0.233 -0.116  0.689
O: -1.602 -0.556 -1.198  -0.576
C: 0.005 0.294 0.314  -0.546
C: 0.571 1.600 -0.458  -0.500
S: 2.378 1.478 -0.710  -0.027
H: -1.989 0.907 2.357  0.187
H: -3.302 -0.062 2.794  0.201
H: -1.545 -0.735 2.853  0.188
H: -3.192 -1.110 0.664  0.409
H: 0.716 -0.509 0.502  0.279
H: -0.113 0.870 1.290  0.227
H: 0.122 1.558 -1.462  0.237
H: 0.384 2.579 -0.056  0.219
H: 2.687 1.478 0.577  0.108
O: 1.547 -3.029 -0.649  -0.926
H: 1.725 -2.972 -1.517  0.460
H: 0.591 -3.231 -0.634  0.468

Properties
SMILES   CNC(=O)CCS.O
Multiplicity   1
Net charge   0
Highest occupied orbital energy   -9.2 eV

***

*two*
Computed, not measured: 2 unconnected molecules or ions with the total composition C4H11NO2S, with ωB97M-V with the def2-TZVPD basis set.

Each line ends with the natural charge from an NBO analysis.
Atoms and positions in Å:
C: -0.772 -0.422 -1.941  -0.409
N: -0.717 0.101 -0.577  -0.643
C: 0.223 -0.626 0.292  -0.185
C: -0.469 -1.758 1.016  0.419
O: -1.631 -2.015 0.828  -0.520
C: 0.913 0.389 1.220  -0.530
S: 2.036 -0.273 2.465  -0.019
H: -0.804 -1.492 -1.938  0.180
H: -1.667 -0.095 -2.455  0.213
H: 0.070 -0.068 -2.488  0.189
H: -1.609 0.041 -0.112  0.382
H: 1.001 -0.974 -0.394  0.222
H: 0.099 -2.333 1.757  0.131
H: 1.544 1.024 0.599  0.240
H: 0.157 1.068 1.618  0.233
H: 1.125 -0.581 3.390  0.119
O: 0.016 2.986 -0.905  -0.967
H: 0.573 2.989 -1.695  0.460
H: -0.089 2.042 -0.682  0.486

Properties
SMILES   CN[C@H](C=O)CS.O
Multiplicity   1
Net charge   0
Highest occupied orbital energy   -9.4 eV

***

Relative energy table, unit eV: *one* 0.885; *two* 0.000

***

*one*
Computed, not measured: 6 unconnected molecules or ions with the total composition C12H18N6, with ωB97M-V with the def2-TZVPD basis set.

Each line ends with the natural charge from an NBO analysis.
Atoms and positions in Å:
C: -1.145 1.169 -5.229  -0.730
C: -1.435 1.363 -3.812  0.303
N: -1.671 1.508 -2.696  -0.360
H: -0.149 0.743 -5.342  0.269
H: -1.150 2.115 -5.768  0.261
H: -1.895 0.511 -5.661  0.256
C: -4.599 -2.535 0.547  -0.722
C: -4.199 -1.329 1.241  0.286
N: -3.884 -0.377 1.792  -0.329
H: -4.077 -2.578 -0.411  0.252
H: -5.671 -2.553 0.386  0.259
H: -4.289 -3.407 1.120  0.256
C: 1.815 -1.419 -3.421  -0.722
C: 1.853 -1.109 -4.849  0.289
N: 1.875 -0.851 -5.968  -0.334
H: 1.057 -0.822 -2.922  0.257
H: 2.815 -1.296 -3.015  0.257
H: 1.538 -2.472 -3.322  0.257
C: 3.580 0.894 0.612  -0.720
C: 3.771 2.335 0.653  0.285
N: 3.933 3.475 0.671  -0.324
H: 2.573 0.636 0.938  0.258
H: 4.285 0.409 1.285  0.258
H: 3.728 0.524 -0.400  0.240
C: -0.464 -0.140 0.487  -0.743
C: 0.054 0.342 1.746  0.308
N: 0.435 0.707 2.764  -0.355
H: -0.574 0.666 -0.245  0.279
H: -1.459 -0.553 0.639  0.272
H: 0.176 -0.875 -0.001  0.238
C: 0.343 1.248 6.265  -0.735
C: 0.942 -0.040 6.542  0.300
N: 1.406 -1.067 6.758  -0.348
H: 0.976 2.077 6.575  0.251
H: -0.588 1.349 6.831  0.248
H: 0.095 1.353 5.211  0.282

Properties
SMILES   CC#N.CC#N.CC#N.CC#N.CC#N.CC#N
Multiplicity   1
Net charge   0
Highest occupied orbital energy   -11.3 eV

***

*two*
Computed, not measured: 6 unconnected molecules or ions with the total composition C12H18N6, with ωB97M-V with the def2-TZVPD basis set.

Each line ends with the natural charge from an NBO analysis.
Atoms and positions in Å:
C: -2.948 2.365 0.659  -0.727
C: -2.402 1.122 1.184  0.330
N: -1.922 0.149 1.558  -0.381
H: -3.688 2.774 1.340  0.255
H: -3.369 2.189 -0.326  0.255
H: -2.116 3.070 0.576  0.270
C: 0.488 -0.906 -5.100  -0.719
C: 0.638 -1.425 -3.735  0.320
N: 0.744 -1.830 -2.667  -0.374
H: -0.280 -0.136 -5.110  0.259
H: 0.152 -1.722 -5.741  0.260
H: 1.440 -0.537 -5.466  0.258
C: -1.802 -2.924 0.414  -0.723
C: -3.180 -2.941 0.900  0.303
N: -4.260 -2.951 1.293  -0.354
H: -1.734 -2.268 -0.453  0.250
H: -1.480 -3.920 0.124  0.267
H: -1.180 -2.519 1.210  0.257
C: 3.252 -3.398 -0.315  -0.722
C: 2.125 -4.290 -0.093  0.297
N: 1.206 -4.959 0.042  -0.340
H: 2.848 -2.451 -0.677  0.259
H: 3.944 -3.805 -1.045  0.256
H: 3.773 -3.215 0.623  0.251
C: 1.149 -0.115 0.340  -0.745
C: 0.857 1.298 0.455  0.335
N: 0.579 2.401 0.595  -0.391
H: 2.027 -0.368 0.930  0.249
H: 1.286 -0.383 -0.707  0.269
H: 0.300 -0.693 0.702  0.279
C: 0.185 5.142 3.061  -0.728
C: 1.430 5.882 3.115  0.291
N: 2.416 6.472 3.174  -0.335
H: -0.476 5.581 2.313  0.250
H: -0.323 5.213 4.023  0.249
H: 0.322 4.094 2.805  0.271

Properties
SMILES   CC#N.CC#N.CC#N.CC#N.CC#N.CC#N
Multiplicity   1
Net charge   0
Highest occupied orbital energy   -11.2 eV

***

Relative energy table, unit eV: *one* 0.296; *two* 0.000